[1]
60
Properties=species:S:1:pos:R:3 method="wB97M-V/def2-TZVPD" lumo_ev=-0.91 relative_energy_ev=0.000 smiles="O=[N+]([O-])c1ccccc1.O=[N+]([O-])c1ccccc1.O=[N+]([O-])c1ccccc1.CC#N.CC#N.CC#N"
O 35.9321 -1.1664 10.6031
N 36.3127 -0.0323 10.3846
O 36.1651 0.8723 11.1821
C 36.7714 0.3194 9.0472
C 36.9339 1.6722 8.7947
C 37.2488 2.0797 7.5078
C 37.3328 1.1569 6.4648
C 37.0742 -0.1797 6.7431
C 36.8468 -0.6249 8.0282
H 36.9224 2.4308 9.5625
H 37.5901 3.0832 7.2878
H 37.5107 1.5246 5.4641
H 37.1521 -0.9330 5.9726
H 36.5925 -1.6450 8.2844
O 31.1208 2.9959 2.8656
N 32.1382 2.6814 3.4464
O 33.0001 1.9689 2.9776
C 32.3101 3.2111 4.8170
C 31.4194 4.1548 5.3135
C 31.6490 4.6597 6.5777
C 32.7385 4.2284 7.3353
C 33.6383 3.3422 6.7746
C 33.4181 2.7830 5.5149
H 30.6649 4.5601 4.6553
H 30.9961 5.4547 6.9131
H 32.9681 4.6461 8.3059
H 34.5168 2.9673 7.2867
H 34.1276 2.1348 5.0211
O 32.3529 -0.4177 10.7887
N 32.8852 -0.1692 9.7250
O 33.6602 0.7725 9.5438
C 32.5132 -0.9887 8.5620
C 33.0553 -0.7580 7.3183
C 32.7755 -1.6105 6.2447
C 31.7958 -2.5811 6.4112
C 31.2017 -2.7766 7.6583
C 31.5778 -2.0085 8.7435
H 33.6332 0.1064 7.0132
H 33.1905 -1.4646 5.2576
H 31.4716 -3.2671 5.6410
H 30.5440 -3.6162 7.8169
H 31.1781 -2.2621 9.7154
C 33.7624 2.6481 12.0451
C 33.4230 3.8811 12.7753
N 33.1796 4.8782 13.2894
H 33.8844 1.7656 12.6598
H 34.6908 2.8963 11.5289
H 33.0572 2.4668 11.2396
C 35.9318 -4.2312 4.2397
C 34.5099 -4.4630 4.4159
N 33.3895 -4.6343 4.5808
H 36.1377 -3.5073 3.4497
H 36.5225 -5.1033 3.9703
H 36.2804 -3.8156 5.1843
C 28.7040 -5.8014 7.9431
C 27.8014 -5.3564 6.8877
N 27.0837 -4.9944 6.0753
H 28.4067 -5.2203 8.8178
H 29.7334 -5.6058 7.6624
H 28.4907 -6.8595 8.0859

***

[2]
95
Properties=species:S:1:pos:R:3 method="wB97M-V/def2-TZVPD" charge=-1 lumo_ev=2.16
Pb 0.0180 -0.5807 0.1082
C 3.3765 1.1232 2.1509
N 2.7239 -0.0663 1.6464
C 2.3126 -1.0042 2.6685
C 1.0202 -0.6510 3.3109
N -0.1250 -0.5044 2.6440
C -1.1309 -0.6550 3.5790
C -2.5163 -0.6558 3.4354
C -3.2877 -0.8690 4.5655
C -2.7161 -1.0670 5.8220
C -1.3405 -1.0820 5.9850
C -0.5721 -0.8927 4.8464
N 0.7806 -0.8975 4.6434
C 3.2239 2.3348 1.2785
N 2.2697 2.5774 0.4366
C 2.4927 3.8580 -0.0384
C 1.7683 4.6249 -0.9492
C 2.1674 5.9345 -1.1386
C 3.2681 6.4800 -0.4703
C 4.0377 5.7130 0.3873
C 3.6315 4.4010 0.5849
N 4.0954 3.3947 1.4026
H 4.4544 0.9692 2.3307
H 2.9201 1.3645 3.1186
H 3.2198 -0.4938 0.8759
H 3.0962 -1.1550 3.4288
H 2.0953 -1.9599 2.1483
H -2.9652 -0.5271 2.4625
H -4.3658 -0.8850 4.4657
H -3.3580 -1.2309 6.6778
H -0.8863 -1.2586 6.9517
H 1.4743 -1.1176 5.3347
H 0.9441 4.1928 -1.4972
H 1.6150 6.5638 -1.8251
H 3.5215 7.5223 -0.6154
H 4.9148 6.1175 0.8765
H 4.9148 3.4367 1.9805
F 3.5856 -3.1008 -3.0700
C 2.8726 -2.1248 -3.6348
F 1.6239 -2.5565 -3.7777
F 3.3874 -1.9033 -4.8527
S 3.0017 -0.5507 -2.6313
O 2.3326 -0.8572 -1.3853
O 4.4178 -0.3681 -2.5383
N 2.3906 0.5885 -3.5315
S 0.8485 0.7895 -3.7702
O 0.0133 -0.2469 -3.2416
O 0.4154 2.1436 -3.6505
C 0.8027 0.5322 -5.6307
F 1.0822 -0.7276 -5.9753
F -0.3967 0.8272 -6.1500
F 1.7002 1.3313 -6.2194
C -4.4725 2.0387 1.2962
P -2.8449 1.4587 0.5932
C -1.8778 2.9848 0.9287
C -3.2285 1.6125 -1.1946
C -3.6013 2.8117 -1.7907
C -3.8686 2.8770 -3.1474
C -3.7636 1.7371 -3.9265
C -3.3970 0.5328 -3.3521
C -3.1388 0.4400 -1.9868
P -2.4893 -1.0818 -1.1944
C -2.4540 -2.3582 -2.5136
C -4.0132 -1.6890 -0.3297
H -4.7631 3.0131 0.9017
H -4.3655 2.0951 2.3811
H -5.2590 1.3200 1.0623
H -2.3771 3.8951 0.5934
H -0.9067 2.8865 0.4512
H -1.7177 3.0349 2.0080
H -3.6780 3.7110 -1.1902
H -4.1493 3.8206 -3.5985
H -3.9606 1.7854 -4.9902
H -3.2995 -0.3491 -3.9721
H -1.6788 -2.1142 -3.2330
H -3.4185 -2.4915 -3.0071
H -2.1606 -3.2832 -2.0143
H -4.7907 -1.9807 -1.0373
H -4.4050 -0.9152 0.3279
H -3.7176 -2.5494 0.2732
C 0.9828 -5.3269 2.2156
Ge 1.0384 -4.2457 0.5090
C 0.5119 -5.5620 -0.9164
C 2.9633 -3.8806 0.1143
C -0.0986 -2.7402 0.6430
H 1.5421 -6.2633 2.1609
H -0.0537 -5.5692 2.4572
H 1.3815 -4.7385 3.0450
H 1.1277 -6.4647 -0.8810
H 0.6405 -5.0938 -1.8940
H -0.5336 -5.8570 -0.8182
H 3.4347 -4.7192 -0.3992
H 3.5375 -3.6758 1.0206
H 3.0323 -3.0084 -0.5348
H -0.8805 -2.9285 1.3863

***

[3]
54
Properties=species:S:1:pos:R:3 method="wB97M-V/def2-TZVPD" multiplicity=3 lumo_ev="-0.13 / -0.96" relative_energy_ev=0.000
Pd -0.4550 -1.5930 0.3094
O 2.1709 -0.1641 3.5237
S 1.8810 -0.1670 2.1073
O 2.4645 -1.2505 1.3396
N 0.3271 -0.2057 1.7678
C -0.5934 0.7098 2.2271
C -0.3715 1.6995 3.1621
C -1.3957 2.5937 3.5309
C -2.6500 2.5175 3.0002
C -2.9341 1.5076 2.0511
C -4.2026 1.3317 1.4564
C -4.4100 0.3308 0.5503
C -3.3398 -0.5171 0.2200
N -2.1558 -0.3679 0.7604
C -1.9119 0.6162 1.6676
C 2.4548 1.3699 1.4425
C 2.1864 1.6512 0.1088
C 2.6161 2.8584 -0.4174
C 3.3033 3.7654 0.3814
C 3.5668 3.4688 1.7103
C 3.1398 2.2628 2.2494
H 0.5958 1.7814 3.6358
H -1.1703 3.3558 4.2660
H -3.4314 3.2058 3.2940
H -5.0063 2.0033 1.7324
H -5.3722 0.1776 0.0832
H -3.4421 -1.3212 -0.4986
H 1.6472 0.9377 -0.5029
H 2.4119 3.0935 -1.4537
H 3.6332 4.7077 -0.0365
H 4.1029 4.1753 2.3303
H 3.3315 2.0068 3.2824
O -1.0795 -2.2990 -1.7012
C -0.3645 -1.4237 -2.2772
O 0.3358 -0.6128 -1.6128
C -0.3579 -1.3563 -3.7695
C -1.2007 -2.1777 -4.5095
C -1.1952 -2.1076 -5.8938
C -0.3434 -1.2222 -6.5404
C 0.5026 -0.4047 -5.8028
C 0.4938 -0.4693 -4.4185
H -1.8496 -2.8667 -3.9867
H -1.8541 -2.7449 -6.4690
H -0.3376 -1.1699 -7.6216
H 1.1690 0.2833 -6.3068
H 1.1419 0.1603 -3.8246
N 1.5075 -4.0019 0.9832
C 0.5954 -3.6598 1.9020
N 1.0241 -3.2039 3.0758
S -1.0725 -3.7287 1.5291
H 2.4295 -3.5908 1.0257
H 1.1604 -4.2920 0.0844
H 1.9701 -2.8619 3.1720
H 0.3340 -2.7916 3.6808

***

[4]
65
Properties=species:S:1:pos:R:3 method="wB97M-V/def2-TZVPD" lumo_ev=-0.81 smiles="O=C(Br)Cc1cccc2c1C(=O)c1ccccc1C2=O.CCCC#N.CCCC#N.CCCC#N"
O -6.5492 2.4759 2.7302
C -6.0996 3.5434 2.4638
Br -6.1516 4.9768 3.8005
C -5.4697 3.7349 1.0110
C -5.0738 2.2900 0.5291
C -5.7505 1.6360 -0.6010
C -5.3942 0.2755 -1.0122
C -4.3548 -0.4537 -0.2973
C -3.6873 0.1931 0.8179
C -4.0318 1.5661 1.2402
C -3.2384 2.1537 2.4555
O -2.8053 3.2789 2.4928
C -3.0096 1.1271 3.6158
C -3.1672 1.5555 4.9909
C -2.9860 0.5414 6.0328
C -2.6443 -0.8240 5.6416
C -2.4865 -1.2416 4.2368
C -2.6777 -0.2420 3.2008
C -2.5891 -0.5367 1.6659
O -1.7751 -1.2712 1.1666
H -6.2962 4.1307 0.3566
H -4.5977 4.4305 1.0121
H -6.5620 2.2189 -1.1001
H -5.9031 -0.2191 -1.8660
H -4.0667 -1.5012 -0.5522
H -3.4266 2.6181 5.2055
H -3.1324 0.8529 7.0950
H -2.5352 -1.5798 6.4538
H -2.2336 -2.2933 3.9874
C 1.3982 -0.4704 1.2859
C 1.2292 0.8104 0.4762
C 2.4432 1.1319 -0.4038
C 3.6496 1.3134 0.4444
N 4.5827 1.4528 1.1008
H 2.2327 -0.3962 1.9875
H 0.4994 -0.6695 1.8708
H 1.5742 -1.3261 0.6323
H 1.0417 1.6406 1.1635
H 0.3458 0.7136 -0.1606
H 2.2627 2.0485 -0.9691
H 2.6269 0.3250 -1.1165
C 1.5258 -4.3295 -3.3665
C 2.5284 -4.9872 -2.4241
C 2.5767 -4.3207 -1.0462
C 2.9806 -2.8979 -1.1823
N 3.2908 -1.7975 -1.2878
H 1.7890 -3.2897 -3.5722
H 1.5041 -4.8537 -4.3235
H 0.5178 -4.3518 -2.9442
H 3.5201 -4.9578 -2.8837
H 2.2631 -6.0399 -2.3001
H 3.2963 -4.8328 -0.4049
H 1.5986 -4.3677 -0.5624
C 6.6530 1.7367 -4.3656
C 6.1486 0.7576 -3.3107
C 4.9149 -0.0269 -3.7663
C 3.7978 0.9093 -4.0570
N 2.9340 1.6336 -4.2790
H 5.9080 2.5021 -4.5928
H 7.5478 2.2508 -4.0096
H 6.9065 1.2172 -5.2938
H 5.9179 1.3095 -2.3955
H 6.9478 0.0530 -3.0680
H 4.6020 -0.7210 -2.9839
H 5.1395 -0.6066 -4.6648

***

Number 1: DFT total energy -46493.2266 eV. Number 2: DFT total energy -169297.4164 eV. Number 3: DFT total energy -63477.8275 eV. Number 4: DFT total energy -110175.6654 eV.